[1]
Density functional theory data (wB97M-V/def2-TZVPD) for an isolated molecule of C6H12FN in a non-equilibrium geometry.

Values from the calculation:
SMILES: CC1(C)C[C@H](F)CN1
ΔE to the lowest compared entry with this formula, charge and spin, eV: 0.274
Multiplicity: 1
Electronic energy, eV: -10623.889

Last columns: bonded neighbours and bond lengths (Å).
Cartesian coordinates (Å):
1 C -0.5672 1.4099 -0.9066  C2 1.547, H9 1.074, H10 1.082, H11 1.093
2 C -0.5620 0.1315 -0.0355  C1 1.547, C3 1.551, C4 1.541, N8 1.433
3 C -2.0142 -0.1418 0.4344  C2 1.551, H12 1.056, H13 1.052, H14 1.047
4 C 0.4576 0.2059 1.1178  C2 1.541, C5 1.506, H15 1.142, H16 1.056
5 C 1.7539 -0.1769 0.4535  C4 1.506, F6 1.401, C7 1.497, H17 1.064
6 F 2.3310 0.9871 -0.0697  C5 1.401
7 C 1.3140 -1.1221 -0.6205  C5 1.497, N8 1.430, H18 1.106, H19 1.076
8 N -0.0948 -0.9753 -0.8161  C2 1.433, C7 1.430, H20 1.017
9 H -1.1461 1.1732 -1.7797  C1 1.074
10 H -1.0403 2.2163 -0.3619  C1 1.082
11 H 0.4457 1.7089 -1.1895  C1 1.093
12 H -2.6158 -0.3641 -0.4039  C3 1.056
13 H -2.4116 0.7265 0.8752  C3 1.052
14 H -2.0988 -0.9228 1.1273  C3 1.047
15 H 0.1543 -0.6581 1.8010  C4 1.142
16 H 0.5425 1.1162 1.6464  C4 1.056
17 H 2.5613 -0.4878 1.0722  C5 1.064
18 H 1.8819 -0.8186 -1.5194  C7 1.106
19 H 1.5076 -2.1661 -0.4449  C7 1.076
20 H -0.3991 -1.8419 -0.3802  N8 1.017

=====

[2]
Density functional theory data (wB97M-V/def2-TZVPD) for an isolated molecule of C6H12FN in a non-equilibrium geometry.

Values from the calculation:
SMILES: C[C@H]1NC[C@@]1(C)CF
ΔE to the lowest compared entry with this formula, charge and spin, eV: 1.497
Multiplicity: 1
Electronic energy, eV: -10622.666

Last columns: bonded neighbours and bond lengths (Å).
Cartesian coordinates (Å):
1 C -0.2606 2.0896 0.3694  C2 1.536, H9 1.097, H10 1.114, H11 1.101
2 C -0.7118 0.6334 0.5546  C1 1.536, N3 1.492, C5 1.565, H12 1.096
3 N -1.8172 0.1965 -0.3466  C2 1.492, C4 1.483, H13 1.057
4 C -1.1270 -1.0476 -0.7642  N3 1.483, C5 1.612, H14 1.100, H15 1.074
5 C 0.1868 -0.5281 0.0129  C2 1.565, C4 1.612, C6 1.549, C7 1.542
6 C 0.6655 -1.4952 1.1242  C5 1.549, H16 1.104, H17 1.049, H18 1.139
7 C 1.3361 -0.1698 -0.9503  C5 1.542, F8 1.381, H19 1.101, H20 1.087
8 F 2.1584 0.7076 -0.2713  C7 1.381
9 H -0.9513 2.8469 0.7596  C1 1.097
10 H 0.6629 2.0647 0.9923  C1 1.114
11 H 0.2007 2.3585 -0.5935  C1 1.101
12 H -1.0007 0.4425 1.5948  C2 1.096
13 H -2.0371 0.8051 -1.1825  N3 1.057
14 H -1.6215 -1.9583 -0.3952  C4 1.100
15 H -0.9819 -1.1785 -1.8200  C4 1.074
16 H 1.0680 -2.4388 0.7166  C6 1.104
17 H 1.4991 -0.9571 1.4630  C6 1.049
18 H -0.1409 -1.7632 1.8821  C6 1.139
19 H 0.9104 0.3637 -1.8139  C7 1.101
20 H 1.9620 -0.9719 -1.3318  C7 1.087

=====

[3]
Density functional theory data (wB97M-V/def2-TZVPD) for a cluster of 2 separate species, C6H12FNO5S in total in a non-equilibrium geometry.

Values from the calculation:
Multiplicity: 1
Electronic energy, eV: -31695.814

Last columns: bonded neighbours and bond lengths (Å).
Cartesian coordinates (Å):
1 O -2.1359 -0.4315 2.2881  S2 1.407
2 S -2.2188 0.3376 1.1125  O1 1.407, O3 1.421, F4 1.548, C5 1.789
3 O -2.4203 1.7287 1.3234  S2 1.421
4 F -3.3853 -0.1779 0.2360  S2 1.548
5 C -0.7986 0.0685 0.0590  S2 1.789, C6 1.533, C10 1.524, H11 1.097
6 C 0.4306 -0.3502 0.8730  C5 1.533, C7 1.532, H12 1.083, H13 1.094
7 C 1.1877 0.8337 1.4828  C6 1.532, C8 1.540, H14 1.087, H15 1.085
8 C 1.4938 1.9112 0.4268  C7 1.540, N9 1.501, H16 1.085, H17 1.089
9 N 0.9301 1.5310 -0.9113  C8 1.501, C10 1.483, H18 1.021, H19 1.027
10 C -0.5293 1.2779 -0.8286  C5 1.524, N9 1.483, H20 1.086, H21 1.087
11 H -1.0030 -0.7931 -0.5892  C5 1.097
12 H 0.1891 -1.1270 1.5880  C6 1.083
13 H 1.0902 -0.8088 0.1304  C6 1.094
14 H 0.5931 1.2538 2.2905  C7 1.087
15 H 2.1410 0.4663 1.8481  C7 1.085
16 H 2.5515 2.1326 0.3317  C8 1.085
17 H 0.9773 2.8248 0.7158  C8 1.089
18 H 1.0424 2.3547 -1.5043  N9 1.021
19 H 1.4447 0.7616 -1.3558  N9 1.027
20 H -0.9170 1.0449 -1.8155  C10 1.086
21 H -0.9886 2.1858 -0.4448  C10 1.087
22 C 0.2511 -3.1514 -1.7365  O23 1.233, O24 1.407, O25 1.247
23 O 0.6272 -4.1741 -2.3144  C22 1.233
24 O -0.5065 -3.3931 -0.5753  C22 1.407, H26 0.966
25 O 0.4347 -1.9482 -2.0099  C22 1.247
26 H -0.4813 -4.3578 -0.6205  O24 0.966

=====

[4]
Density functional theory data (wB97M-V/def2-TZVPD) for an isolated molecule of C6H12INO in a non-equilibrium geometry.

Values from the calculation:
SMILES: [H]/N=C(\OCC)[C@@H](I)CC
ΔE to the lowest compared entry with this formula, charge and spin, eV: 0.758
Multiplicity: 1
Electronic energy, eV: -18052.650

Last columns: bonded neighbours and bond lengths (Å).
Cartesian coordinates (Å):
1 H 1.9483 -1.2155 0.1164  N2 0.987
2 N 1.3609 -0.6771 0.6994  H1 0.987, C3 1.252
3 C 0.4153 -0.1894 0.0391  N2 1.252, O4 1.333, C7 1.673
4 O -0.0455 -0.3200 -1.2053  C3 1.333, C5 1.450
5 C 0.2515 -1.5202 -1.9622  O4 1.450, C6 1.555, H11 1.070, H12 1.082
6 C -1.0408 -1.8409 -2.7657  C5 1.555, H13 1.100, H14 1.254, H15 1.153
7 C -0.7034 0.7707 0.8299  C3 1.673, I8 2.245, C9 1.503, H16 1.128
8 I -2.5802 -0.3906 1.2394  C7 2.245
9 C -0.1072 1.3132 2.0980  C7 1.503, C10 1.620, H17 1.125, H18 1.221
10 C 1.1733 2.3005 1.9926  C9 1.620, H19 1.084, H20 1.102, H21 1.179
11 H 0.9735 -1.3232 -2.7274  C5 1.070
12 H 0.5204 -2.2095 -1.1721  C5 1.082
13 H -0.8660 -2.8251 -3.2254  C6 1.100
14 H -2.0228 -1.9853 -1.9994  C6 1.254
15 H -1.4576 -1.1196 -3.5624  C6 1.153
16 H -1.1487 1.5555 0.1525  C7 1.128
17 H -0.8506 1.8736 2.7302  C9 1.125
18 H -0.1023 0.2418 2.6833  C9 1.221
19 H 2.0096 1.7204 1.6189  C10 1.084
20 H 0.7924 3.1245 1.3675  C10 1.102
21 H 1.4799 2.7162 3.0527  C10 1.179

=====

[5]
Density functional theory data (wB97M-V/def2-TZVPD) for the ion C6H12N with charge +1 in a non-equilibrium geometry.

Values from the calculation:
Charge: +1
ΔE to the lowest compared entry with this formula, charge and spin, eV: 4.320
Multiplicity: 1
Electronic energy, eV: -7895.741

Last columns: bonded neighbours and bond lengths (Å).
Cartesian coordinates (Å):
1 C 1.4696 0.0132 0.1073  C3 1.457, N7 1.497, H8 1.167, H9 1.103
2 C -0.4726 0.3166 -0.4922  C3 1.527, C4 1.501, N7 1.441, H10 1.082
3 C 0.5314 -0.8268 -0.6246  C1 1.457, C2 1.527, C5 1.428
4 C -1.8879 0.0333 -0.0785  C2 1.501, H11 1.111, H12 1.136, H13 1.088
5 C 0.6329 -2.1960 -1.0175  C3 1.428, H14 1.166, H15 1.065, H16 1.147
6 C 0.1457 2.0815 1.2529  N7 1.383, H17 1.176, H18 1.122, H19 1.090
7 N 0.4136 1.0377 0.3856  C1 1.497, C2 1.441, C6 1.383
8 H 1.9304 -0.6623 0.9404  C1 1.167
9 H 2.3387 0.2985 -0.5094  C1 1.103
10 H -0.4680 0.8394 -1.4396  C2 1.082
11 H -1.8228 -0.6113 0.8245  C4 1.111
12 H -2.3849 -0.6727 -0.8160  C4 1.136
13 H -2.5936 0.8483 0.0703  C4 1.088
14 H 0.7519 -2.2415 -2.1769  C5 1.166
15 H -0.3274 -2.6463 -0.9177  C5 1.065
16 H 1.4298 -2.6046 -0.3005  C5 1.147
17 H 0.1734 1.6546 2.3486  C6 1.176
18 H 0.9708 2.8254 1.4086  C6 1.122
19 H -0.8311 2.5133 1.0343  C6 1.090

=====

[6]
Density functional theory data (wB97M-V/def2-TZVPD) for a cluster of 2 separate species, C6H12N2 in total in a non-equilibrium geometry.

Values from the calculation:
SMILES: CC(C)=N.C#CNC
ΔE to the lowest compared entry with this formula, charge and spin, eV: 2.863
Multiplicity: 1
Electronic energy, eV: -9393.987

Last columns: bonded neighbours and bond lengths (Å).
Cartesian coordinates (Å):
1 C 0.9031 1.1754 0.9535  C2 1.496, H5 1.086, H6 1.089, H7 1.082
2 C 1.3563 -0.2405 0.7852  C1 1.496, C3 1.504, N4 1.262
3 C 1.9333 -0.8969 2.0097  C2 1.504, H8 1.089, H9 1.090, H10 1.091
4 N 1.2244 -0.7946 -0.3410  C2 1.262, H11 1.018
5 H 1.3241 1.6292 1.8463  C1 1.086
6 H -0.1803 1.1923 1.0602  C1 1.089
7 H 1.1748 1.7657 0.0887  C1 1.082
8 H 2.1426 -1.9525 1.8411  C3 1.089
9 H 2.8607 -0.3972 2.2891  C3 1.090
10 H 1.2371 -0.7939 2.8435  C3 1.091
11 H 1.5590 -1.7550 -0.3957  N4 1.018
12 C -3.6140 0.0815 -0.2480  C13 1.203, H16 1.047
13 C -2.5219 -0.1493 -0.6980  C12 1.203, N14 1.399
14 N -1.2240 -0.3713 -1.1693  C13 1.399, C15 1.448, H17 1.013
15 C -0.7342 0.4849 -2.2296  N14 1.448, H18 1.090, H19 1.090, H20 1.097
16 H -4.5542 0.2418 0.1829  C12 1.047
17 H -1.0922 -1.3599 -1.3447  N14 1.013
18 H -0.8788 1.5242 -1.9333  C15 1.090
19 H 0.3304 0.2872 -2.3530  C15 1.090
20 H -1.2462 0.3287 -3.1876  C15 1.097

=====

[7]
Density functional theory data (wB97M-V/def2-TZVPD) for a cluster of 2 separate species, C6H12N2 in total in a non-equilibrium geometry.

Values from the calculation:
SMILES: Cc1c[nH]cn1.CC
ΔE to the lowest compared entry with this formula, charge and spin, eV: 0.291
Multiplicity: 1
Electronic energy, eV: -9396.559

Last columns: bonded neighbours and bond lengths (Å).
Cartesian coordinates (Å):
1 C 0.4819 -2.3940 2.3175  C2 1.491, H7 1.086, H8 1.088, H9 1.090
2 C 0.7957 -1.3866 1.2645  C1 1.491, C3 1.365, N6 1.399
3 C 1.7229 -0.3873 1.2005  C2 1.365, N4 1.374, H10 1.075
4 N 1.6768 0.0990 -0.0835  C3 1.374, C5 1.356, H11 1.004
5 C 0.7187 -0.5886 -0.7523  N4 1.356, N6 1.307, H12 1.076
6 N 0.1724 -1.4927 0.0167  C2 1.399, C5 1.307
7 H -0.4607 -2.8808 2.0836  C1 1.086
8 H 0.4411 -1.8316 3.2485  C1 1.088
9 H 1.1981 -3.2155 2.3354  C1 1.090
10 H 2.4268 0.0115 1.9080  C3 1.075
11 H 2.3235 0.8071 -0.3793  N4 1.004
12 H 0.3414 -0.4247 -1.7464  C5 1.076
13 C -1.8662 1.9402 -1.5588  C14 1.537, H15 1.082, H16 1.097, H17 1.085
14 C -2.7290 3.1612 -1.9153  C13 1.537, H18 1.087, H19 1.091, H20 1.089
15 H -0.8424 2.0643 -1.8874  C13 1.082
16 H -2.0178 1.6807 -0.5042  C13 1.097
17 H -2.3024 1.0562 -2.0126  C13 1.085
18 H -3.7972 2.9884 -1.8139  C14 1.087
19 H -2.5322 3.3834 -2.9651  C14 1.091
20 H -2.4022 4.0164 -1.3256  C14 1.089

=====

[8]
Density functional theory data (wB97M-V/def2-TZVPD) for an isolated molecule of C6H12N2 in a non-equilibrium geometry.

Values from the calculation:
SMILES: CN1[C@@H]2CNC[C@]21C
ΔE to the lowest compared entry with this formula, charge and spin, eV: 7.111
Multiplicity: 1
Electronic energy, eV: -9389.739

Last columns: bonded neighbours and bond lengths (Å).
Cartesian coordinates (Å):
1 C -0.5519 0.9339 2.2241  N2 1.539, H9 1.138, H10 1.202, H11 1.135
2 N -1.1421 0.4519 0.8869  C1 1.539, C3 1.575, C7 1.497
3 C -0.1767 1.0499 -0.2044  N2 1.575, C4 1.542, C7 1.487, H12 1.129
4 C 0.2601 0.6567 -1.6301  C3 1.542, N5 1.501, H13 1.095, H14 1.248
5 N 1.3577 -0.3158 -1.3079  C4 1.501, C6 1.536, H15 1.114
6 C 1.2732 -0.9360 0.0948  N5 1.536, C7 1.510, H16 1.086, H17 1.062
7 C -0.1316 -0.3881 0.1699  N2 1.497, C3 1.487, C6 1.510, C8 1.591
8 C -1.1626 -1.2602 -0.6705  C7 1.591, H18 1.141, H19 1.172, H20 1.124
9 H 0.5036 1.3349 2.3668  C1 1.138
10 H -1.3005 1.7903 2.6112  C1 1.202
11 H -0.5487 -0.0691 2.7557  C1 1.135
12 H 0.4641 1.8030 0.3411  C3 1.129
13 H -0.5394 0.1376 -2.1693  C4 1.095
14 H 0.4845 1.5170 -2.5065  C4 1.248
15 H 2.3176 0.1359 -1.6478  N5 1.114
16 H 1.6461 -0.5897 1.0543  C6 1.086
17 H 1.4735 -1.9772 0.1617  C6 1.062
18 H -1.4869 -2.0483 0.0887  C8 1.141
19 H -2.0177 -0.5339 -1.0088  C8 1.172
20 H -0.7222 -1.6930 -1.6099  C8 1.124

=====

[9]
Density functional theory data (wB97M-V/def2-TZVPD) for an isolated molecule of C6H12N2 in a non-equilibrium geometry.

Values from the calculation:
SMILES: CCC[C@@H]1CC=NN1
ΔE to the lowest compared entry with this formula, charge and spin, eV: 2.763
Multiplicity: 1
Electronic energy, eV: -9394.087

Last columns: bonded neighbours and bond lengths (Å).
Cartesian coordinates (Å):
1 C -2.8125 0.1705 -0.6212  C2 1.680, H9 1.149, H10 1.132, H11 1.113
2 C -1.1643 -0.1061 -0.4491  C1 1.680, C3 1.491, H12 1.096, H13 1.083
3 C -0.5520 -0.5449 0.8380  C2 1.491, C4 1.465, H14 1.148, H15 1.099
4 C 0.9098 -0.5271 0.7436  C3 1.465, C5 1.578, N8 1.400, H16 1.123
5 C 1.4841 0.9131 0.4522  C4 1.578, C6 1.474, H17 1.111, H18 1.122
6 C 2.6058 0.6724 -0.4733  C5 1.474, N7 1.274, H19 1.113
7 N 2.6884 -0.5589 -0.7886  C6 1.274, N8 1.351
8 N 1.5490 -1.1325 -0.3449  C4 1.400, N7 1.351, H20 1.021
9 H -3.1755 -0.1019 -1.6768  C1 1.149
10 H -2.9438 1.2269 -0.2351  C1 1.132
11 H -3.3674 -0.4300 0.1345  C1 1.113
12 H -0.8423 -0.7881 -1.2450  C2 1.096
13 H -0.6809 0.8273 -0.7102  C2 1.083
14 H -0.9934 0.1683 1.6218  C3 1.148
15 H -1.0841 -1.4669 1.1106  C3 1.099
16 H 1.4122 -0.6953 1.7334  C4 1.123
17 H 1.6259 1.3520 1.4625  C5 1.111
18 H 0.7928 1.7018 0.0541  C5 1.122
19 H 3.2485 1.4086 -1.0062  C6 1.113
20 H 1.2996 -2.0892 -0.6003  N8 1.021

=====

[10]
Density functional theory data (wB97M-V/def2-TZVPD) for an isolated molecule of C6H12N2 in a non-equilibrium geometry.

Values from the calculation:
SMILES: [H]/N=C(/C)[C@@H](C=C)NC
ΔE to the lowest compared entry with this formula, charge and spin, eV: 3.227
Multiplicity: 1
Electronic energy, eV: -9393.623

Last columns: bonded neighbours and bond lengths (Å).
Cartesian coordinates (Å):
1 H 2.9159 -0.0026 0.8936  N2 1.020
2 N 2.5285 0.8676 0.5282  H1 1.020, C3 1.263
3 C 1.4379 0.7127 -0.0902  N2 1.263, C4 1.501, C5 1.525
4 C 0.8080 1.9200 -0.7225  C3 1.501, H10 1.087, H11 1.092, H12 1.091
5 C 0.7197 -0.6270 -0.2096  C3 1.525, C6 1.537, N8 1.443, H13 1.099
6 C -0.1394 -0.8730 1.0411  C5 1.537, C7 1.341, H14 1.081
7 C -0.7884 0.0563 1.7578  C6 1.341, H15 1.081, H16 1.079
8 N -0.1926 -0.7871 -1.3163  C5 1.443, C9 1.739, H17 1.017
9 C -1.7156 -1.3228 -0.6708  N8 1.739, H18 1.089, H19 1.092, H20 1.086
10 H 1.3391 2.8092 -0.3915  C4 1.087
11 H 0.8837 1.8566 -1.8100  C4 1.092
12 H -0.2446 2.0012 -0.4487  C4 1.091
13 H 1.4803 -1.4181 -0.2616  C5 1.099
14 H -0.1016 -1.9103 1.3441  C6 1.081
15 H -1.5261 -0.2142 2.5005  C7 1.081
16 H -0.6781 1.1169 1.5944  C7 1.079
17 H -0.4171 0.1215 -1.7141  N8 1.017
18 H -2.0761 -1.7616 -1.5999  C9 1.089
19 H -2.3004 -0.4254 -0.4585  C9 1.092
20 H -1.9330 -2.1200 0.0340  C9 1.086